# 1
{"formula": "C37H96CdF6N2O18S2", "method": "ωB97M-V/def2-TZVPD", "elements": ["Cd", "C", "C", "C", "C", "C", "C", "N", "O", "C", "C", "C", "H", "H", "H", "H", "H", "H", "H", "H", "H", "H", "H", "H", "H", "H", "H", "H", "H", "H", "C", "F", "F", "F", "S", "O", "O", "N", "S", "O", "O", "C", "F", "F", "F", "C", "C", "O", "H", "H", "H", "H", "H", "H", "C", "C", "O", "H", "H", "H", "H", "H", "H", "C", "C", "O", "H", "H", "H", "H", "H", "H", "C", "C", "O", "H", "H", "H", "H", "H", "H", "C", "C", "O", "H", "H", "H", "H", "H", "H", "C", "C", "O", "H", "H", "H", "H", "H", "H", "C", "C", "O", "H", "H", "H", "H", "H", "H", "C", "C", "O", "H", "H", "H", "H", "H", "H", "C", "C", "O", "H", "H", "H", "H", "H", "H", "C", "C", "O", "H", "H", "H", "H", "H", "H", "C", "C", "O", "H", "H", "H", "H", "H", "H", "C", "C", "O", "H", "H", "H", "H", "H", "H", "C", "C", "O", "H", "H", "H", "H", "H", "H"], "coordinates": [[2.307, -1.002, 0.954], [3.598, 1.939, -2.182], [4.335, 0.589, -2.171], [5.559, 0.642, -3.212], [6.857, 1.374, -2.697], [7.292, 0.785, -1.392], [6.187, 0.845, -0.346], [4.933, 0.206, -0.819], [3.903, 0.096, 0.130], [6.047, 2.302, 0.178], [6.795, -0.020, 0.798], [3.408, -0.526, -2.717], [2.861, 1.952, -1.379], [3.017, 2.068, -3.095], [4.173, 2.864, -2.167], [5.245, 1.251, -4.060], [5.842, -0.356, -3.547], [6.629, 2.440, -2.726], [7.665, 1.238, -3.415], [8.166, 1.260, -0.947], [7.586, -0.244, -1.600], [5.072, 2.442, 0.645], [5.970, 3.000, -0.655], [6.801, 2.557, 0.922], [7.730, 0.352, 1.217], [6.948, -1.063, 0.523], [6.128, -0.094, 1.657], [3.182, -0.345, -3.768], [2.501, -0.607, -2.118], [3.901, -1.495, -2.630], [0.313, 2.232, 0.564], [0.252, 3.366, -0.176], [1.547, 1.995, 0.983], [-0.566, 2.291, 1.604], [-0.148, 0.798, -0.672], [-1.601, 0.859, -0.674], [0.498, 1.067, -1.941], [0.599, -0.648, 0.143], [-0.551, -1.732, -0.029], [-1.133, -1.833, -1.379], [-0.033, -2.959, 0.581], [-2.029, -1.242, 1.130], [-1.776, -0.131, 1.832], [-3.219, -1.112, 0.449], [-2.122, -2.238, 1.992], [-4.027, -0.186, -3.228], [-4.149, 1.309, -3.611], [-5.360, 1.446, -4.389], [-3.892, -0.889, -4.050], [-4.855, -0.569, -2.632], [-3.166, -0.254, -2.563], [-3.271, 1.607, -4.184], [-4.157, 1.999, -2.767], [-5.634, 2.365, -4.418], [-0.258, -6.426, 3.102], [-1.022, -5.356, 2.374], [-2.376, -5.702, 2.389], [-0.504, -6.332, 4.159], [0.820, -6.355, 2.959], [-0.606, -7.396, 2.748], [-0.661, -5.255, 1.350], [-0.818, -4.416, 2.886], [-2.489, -6.473, 1.827], [3.177, 4.875, 0.412], [3.895, 5.808, -0.590], [4.406, 6.963, -0.012], [2.860, 3.934, -0.038], [2.328, 5.253, 0.981], [3.946, 4.615, 1.139], [3.225, 6.064, -1.411], [4.755, 5.303, -1.030], [4.802, 7.433, -0.749], [4.575, 1.985, 4.064], [3.362, 2.886, 4.100], [2.197, 2.134, 3.847], [4.803, 1.545, 3.093], [4.613, 1.188, 4.806], [5.463, 2.606, 4.182], [3.428, 3.741, 3.427], [3.340, 3.245, 5.129], [1.455, 2.740, 3.897], [0.202, 6.224, 3.279], [-0.342, 4.814, 3.199], [0.208, 4.033, 4.209], [-0.062, 6.860, 2.434], [1.291, 6.204, 3.340], [-0.160, 6.797, 4.132], [0.055, 4.346, 2.298], [-1.430, 4.767, 3.250], [-0.331, 4.200, 4.985], [-6.200, -2.861, 1.106], [-6.014, -3.114, 2.599], [-7.203, -2.668, 3.227], [-5.308, -3.071, 0.515], [-6.357, -1.787, 1.007], [-6.992, -3.523, 0.755], [-5.129, -2.615, 2.995], [-5.825, -4.181, 2.719], [-6.981, -1.757, 3.433], [-1.102, -0.921, -4.662], [0.238, -1.558, -4.630], [0.295, -2.592, -5.581], [-1.764, -1.777, -4.792], [-1.216, -0.224, -5.492], [-1.219, -0.324, -3.757], [0.435, -1.967, -3.639], [1.005, -0.797, -4.777], [0.240, -2.286, -6.489], [0.836, -0.862, 5.237], [0.479, -0.584, 3.748], [1.594, -0.367, 2.922], [-0.112, -0.894, 5.774], [1.452, -0.070, 5.662], [1.337, -1.811, 5.423], [-0.134, 0.313, 3.663], [-0.085, -1.377, 3.257], [1.884, 0.480, 3.269], [-6.888, 1.355, -1.258], [-5.839, 0.779, -0.337], [-6.143, 1.108, 1.040], [-6.713, 0.891, -2.229], [-6.847, 2.444, -1.274], [-7.898, 1.132, -0.917], [-4.846, 1.181, -0.538], [-5.817, -0.309, -0.401], [-6.233, 2.062, 1.085], [0.311, 4.326, -3.347], [-0.822, 3.567, -3.966], [-1.222, 4.101, -5.232], [-0.077, 5.256, -2.931], [1.082, 4.526, -4.092], [0.785, 3.763, -2.543], [-1.710, 3.522, -3.335], [-0.539, 2.519, -4.066], [-1.742, 3.509, -5.780], [0.426, -4.980, -2.734], [1.766, -4.699, -3.437], [1.607, -4.825, -4.799], [-0.341, -4.361, -3.198], [0.495, -4.632, -1.703], [0.154, -6.034, -2.785], [2.595, -5.278, -3.032], [2.098, -3.664, -3.355], [1.121, -4.051, -5.092], [-3.241, -2.423, 5.362], [-4.632, -1.930, 5.873], [-4.708, -2.243, 7.245], [-3.223, -2.239, 4.288], [-3.191, -3.506, 5.475], [-2.418, -1.897, 5.846], [-5.436, -2.431, 5.335], [-4.724, -0.847, 5.781], [-5.099, -3.119, 7.196], [-2.794, -4.614, -1.191], [-3.584, -3.866, -2.265], [-4.388, -4.736, -3.076], [-2.260, -3.909, -0.554], [-2.029, -5.266, -1.611], [-3.550, -5.158, -0.625], [-2.845, -3.324, -2.855], [-4.275, -3.149, -1.822], [-4.824, -4.203, -3.745]], "lowdin_charge": [1.43, -0.04, -0.44, -0.10, -0.18, -0.18, -0.49, -0.14, -0.41, -0.02, -0.06, -0.05, 0.04, 0.08, 0.07, 0.11, 0.11, 0.10, 0.11, 0.12, 0.12, 0.06, 0.06, 0.08, 0.08, 0.08, 0.05, 0.08, 0.03, 0.08, -0.58, 0.13, 0.12, 0.12, 0.73, -0.29, -0.27, -0.46, 0.58, -0.30, -0.34, -0.59, 0.11, 0.11, 0.13, -0.08, -0.27, -0.09, 0.07, 0.06, 0.05, 0.09, 0.10, 0.08, -0.09, -0.36, -0.07, 0.08, 0.08, 0.08, 0.09, 0.10, 0.08, -0.06, -0.33, -0.06, 0.04, 0.06, 0.06, 0.11, 0.10, 0.09, -0.07, -0.28, -0.10, 0.05, 0.08, 0.08, 0.11, 0.12, 0.04, -0.07, -0.31, -0.08, 0.08, 0.08, 0.07, 0.09, 0.13, 0.11, -0.07, -0.32, -0.07, 0.05, 0.05, 0.09, 0.09, 0.11, 0.08, -0.09, -0.32, -0.07, 0.08, 0.08, 0.05, 0.10, 0.11, 0.11, -0.03, -0.28, -0.21, 0.06, 0.07, 0.08, 0.11, 0.10, 0.03, -0.08, -0.31, -0.10, 0.06, 0.08, 0.08, 0.10, 0.09, 0.07, -0.08, -0.33, -0.08, 0.08, 0.08, 0.04, 0.10, 0.09, 0.07, -0.07, -0.34, -0.08, 0.06, 0.06, 0.08, 0.11, 0.09, 0.02, -0.06, -0.31, -0.08, 0.04, 0.08, 0.06, 0.09, 0.11, 0.08, -0.07, -0.31, -0.07, 0.04, 0.06, 0.08, 0.09, 0.10, 0.07], "homo_lumo_gap_ev": 6.04, "multiplicity": 1, "e_tot_ha": -4494.14922, "homo_ev": -7.3}

***

# 2
{"formula": "C3H8N3", "method": "ωB97M-V/def2-TZVPD", "elements": ["C", "N", "C", "N", "C", "N", "H", "H", "H", "H", "H", "H", "H", "H"], "coordinates": [[-1.511, 0.058, 0.515], [-0.373, 0.012, -0.433], [0.387, -1.210, -0.223], [1.923, -0.669, 0.106], [1.761, 0.570, 0.160], [0.585, 1.154, -0.194], [-2.444, -0.412, 0.088], [-1.272, -0.364, 1.540], [-1.752, 1.129, 0.752], [-0.607, 0.227, -1.375], [0.584, -1.711, -1.221], [-0.028, -2.101, 0.355], [2.410, 1.276, 0.630], [0.336, 2.040, -0.699]], "lowdin_charge": [0.00, -0.11, -0.06, 0.14, -0.26, 0.09, 0.13, 0.13, 0.11, 0.18, 0.14, 0.16, 0.14, 0.19], "homo_lumo_gap_ev": 10.83, "multiplicity": 1, "e_tot_ha": -283.00882, "homo_ev": -14.5, "total_charge": 1}

***

# 3
{"formula": "C45H50N9PtS4SeSi", "method": "ωB97M-V/def2-TZVPD", "elements": ["Pt", "N", "S", "N", "S", "N", "S", "N", "C", "C", "C", "C", "C", "C", "C", "C", "C", "C", "C", "C", "C", "C", "C", "C", "C", "C", "C", "C", "C", "C", "C", "C", "C", "C", "C", "C", "C", "C", "C", "C", "C", "C", "C", "C", "H", "H", "H", "H", "H", "H", "H", "H", "H", "H", "H", "H", "H", "H", "H", "H", "H", "H", "H", "H", "H", "H", "H", "H", "H", "H", "H", "H", "H", "H", "N", "C", "N", "S", "H", "H", "H", "H", "N", "C", "C", "C", "N", "H", "H", "H", "H", "C", "C", "N", "H", "H", "H", "C", "Si", "C", "C", "Se", "H", "H", "H", "H", "H", "H", "H", "H", "H"], "coordinates": [[-1.359, -1.374, -0.053], [0.591, -1.546, 0.418], [1.914, -1.104, -0.064], [2.426, 0.372, 0.413], [2.302, 1.680, -0.411], [1.012, 1.972, -1.209], [-0.518, 1.771, -0.670], [-1.119, 0.457, -0.885], [-0.536, 2.407, 1.002], [-0.523, 3.776, 1.250], [-0.482, 4.219, 2.562], [-0.458, 3.302, 3.607], [-0.480, 1.939, 3.346], [-0.515, 1.480, 2.036], [-1.317, 3.009, -1.656], [-2.688, 2.881, -1.821], [-3.369, 3.837, -2.556], [-2.680, 4.906, -3.116], [-1.306, 5.018, -2.951], [-0.613, 4.066, -2.219], [2.680, 2.935, 0.773], [2.823, 2.640, 2.119], [3.129, 3.677, 2.989], [3.287, 4.969, 2.509], [3.140, 5.244, 1.153], [2.838, 4.223, 0.271], [3.560, 1.830, -1.639], [3.250, 2.157, -2.949], [4.294, 2.283, -3.855], [5.605, 2.087, -3.444], [5.893, 1.757, -2.123], [4.867, 1.628, -1.205], [3.148, -2.122, 0.695], [3.085, -3.477, 0.385], [3.990, -4.340, 0.977], [4.935, -3.850, 1.872], [4.982, -2.497, 2.173], [4.085, -1.617, 1.581], [2.271, -1.211, -1.803], [1.223, -1.116, -2.707], [1.517, -1.121, -4.064], [2.832, -1.226, -4.494], [3.870, -1.334, -3.574], [3.595, -1.322, -2.218], [-0.558, 4.488, 0.435], [-0.477, 5.280, 2.770], [-0.425, 3.655, 4.630], [-0.473, 1.227, 4.162], [-0.530, 0.419, 1.822], [-3.208, 2.033, -1.398], [-4.437, 3.746, -2.700], [-3.215, 5.650, -3.689], [-0.772, 5.846, -3.396], [0.458, 4.137, -2.096], [2.695, 1.627, 2.472], [3.253, 3.470, 4.044], [3.535, 5.769, 3.193], [3.277, 6.252, 0.784], [2.743, 4.421, -0.790], [2.222, 2.295, -3.250], [4.080, 2.538, -4.884], [6.412, 2.197, -4.156], [6.917, 1.608, -1.810], [5.076, 1.379, -0.171], [2.347, -3.840, -0.320], [3.965, -5.395, 0.741], [5.642, -4.527, 2.332], [5.721, -2.121, 2.867], [4.114, -0.560, 1.804], [0.202, -1.031, -2.359], [0.714, -1.047, -4.785], [3.052, -1.236, -5.554], [4.892, -1.433, -3.914], [4.398, -1.410, -1.498], [-6.236, -0.461, 1.832], [-5.366, 0.529, 1.920], [-5.551, 1.493, 2.808], [-3.938, 0.638, 0.952], [-7.108, -0.442, 2.340], [-6.137, -1.145, 1.101], [-6.373, 1.530, 3.393], [-4.898, 2.258, 2.875], [-0.558, -2.600, 2.837], [-0.805, -2.940, 4.115], [-2.138, -2.684, 4.347], [-2.614, -2.179, 3.128], [-1.648, -2.134, 2.220], [0.306, -2.585, 2.306], [-0.034, -3.335, 4.755], [-2.683, -2.844, 5.260], [-3.609, -1.847, 2.873], [-0.597, -6.110, -0.688], [-0.986, -4.717, -0.529], [-1.306, -3.623, -0.404], [0.028, -6.220, -1.572], [-1.487, -6.728, -0.802], [-0.047, -6.439, 0.193], [-4.588, -4.230, 0.658], [-5.057, -3.098, -0.725], [-4.530, -3.594, -2.424], [-6.809, -2.467, -0.611], [-3.670, -1.080, -0.590], [-5.237, -5.111, 0.653], [-4.694, -3.745, 1.630], [-3.558, -4.565, 0.559], [-5.038, -4.532, -2.669], [-3.453, -3.760, -2.485], [-4.808, -2.853, -3.175], [-7.442, -3.057, -1.279], [-6.910, -1.428, -0.928], [-7.223, -2.591, 0.392]], "lowdin_charge": [0.71, -0.44, 0.80, -0.35, 0.90, -0.35, 0.77, -0.48, -0.32, -0.05, -0.05, -0.05, -0.06, -0.10, -0.31, -0.06, -0.04, -0.04, -0.04, -0.07, -0.32, -0.06, -0.04, -0.03, -0.04, -0.05, -0.33, -0.05, -0.04, -0.03, -0.04, -0.06, -0.34, -0.07, -0.05, -0.04, -0.04, -0.06, -0.32, -0.07, -0.04, -0.04, -0.05, -0.07, 0.12, 0.12, 0.12, 0.12, 0.06, 0.05, 0.12, 0.12, 0.12, 0.10, 0.11, 0.12, 0.12, 0.12, 0.12, 0.11, 0.12, 0.12, 0.12, 0.12, 0.11, 0.12, 0.12, 0.12, 0.10, 0.06, 0.12, 0.12, 0.12, 0.12, 0.17, -0.76, 0.15, 0.66, 0.15, 0.02, 0.14, 0.12, -0.01, -0.07, -0.04, -0.17, -0.08, 0.11, 0.13, 0.11, 0.08, -0.01, -0.19, 0.07, 0.10, 0.10, 0.10, -0.18, 0.38, -0.19, -0.20, 0.47, 0.06, 0.03, 0.01, 0.06, 0.03, 0.05, 0.06, 0.05, 0.04], "homo_lumo_gap_ev": 6.47, "multiplicity": 1, "e_tot_ha": -6639.56226, "homo_ev": -14.5, "total_charge": 3}

***

# 4
{"formula": "C8H17N4", "method": "ωB97M-V/def2-TZVPD", "elements": ["C", "C", "C", "C", "C", "C", "C", "C", "N", "N", "N", "N", "H", "H", "H", "H", "H", "H", "H", "H", "H", "H", "H", "H", "H", "H", "H", "H", "H"], "coordinates": [[2.241, -0.877, -0.023], [-1.532, -0.239, 0.120], [2.356, 0.584, -0.495], [1.102, 1.226, 0.034], [2.927, -2.064, -0.518], [1.292, 2.513, 0.738], [-2.613, 1.929, 0.036], [-2.533, -2.469, 0.032], [1.178, -0.949, 0.774], [0.634, 0.239, 1.028], [-2.480, 0.493, -0.339], [-1.446, -1.556, 0.114], [2.980, 1.166, 0.147], [2.642, 0.773, -1.531], [0.345, 1.181, -0.712], [3.700, -1.711, -1.313], [2.230, -2.651, -0.998], [3.395, -2.641, 0.181], [2.299, 2.568, 1.114], [0.497, 2.594, 1.511], [1.209, 3.375, 0.149], [-1.602, 2.318, 0.314], [-3.098, 2.391, -0.708], [-3.328, 1.926, 0.975], [-2.906, -3.023, 0.888], [-2.320, -3.206, -0.761], [-3.462, -2.009, -0.273], [-3.212, 0.042, -0.820], [-0.494, -1.924, 0.338]], "lowdin_charge": [-0.20, -0.07, -0.05, -0.42, 0.00, -0.04, 0.01, -0.06, 0.02, 0.09, 0.03, 0.00, 0.10, 0.14, 0.12, 0.14, 0.07, 0.06, 0.09, 0.10, 0.07, 0.09, 0.04, 0.14, 0.10, 0.11, 0.08, 0.13, 0.13], "homo_lumo_gap_ev": [7.22, 8.34], "multiplicity": 1, "e_tot_ha": -533.62999, "homo_ev": [-12.1, -12.8], "total_charge": 1}

***

Largest force on an atom
In order: 7.7, 5.9, 0.8, 5.4
Unit: eV/A
ΔE to the lowest compared entry with this formula, charge and spin
In order: 47.49, 97.23, 38.49, 99.93
Unit: kcal per mole